Record 1
{
  "formula": "C5H10N3",
  "method": "the ωB97M-V functional and the def2-TZVPD basis",
  "elements": ["N", "N", "N", "C", "C", "C", "C", "C", "H", "H", "H", "H", "H", "H", "H", "H", "H", "H"],
  "xyz": [[-0.7474, -1.4302, -1.6187], [-0.1850, -1.9002, -0.4212], [-1.7602, 1.7417, -0.8708], [0.1584, 0.6045, 0.3167], [0.5920, -0.8652, 0.3299], [0.3454, 1.4362, 1.5851], [1.3647, 0.1030, -0.4809], [-0.9394, 0.9888, -0.4744], [-1.7389, -1.6366, -1.6490], [-2.5021, 1.7836, -1.5451], [0.0573, 0.8868, 2.4779], [-0.2681, 2.3313, 1.5334], [0.5198, -2.6274, -0.6642], [0.9936, -1.2469, 1.2603], [1.2252, 0.0271, -1.5504], [-0.8412, -2.3555, 0.2382], [1.3827, 1.7463, 1.6850], [2.3436, 0.4130, -0.1517]],
  "forces_ev_per_a": [[-0.0151, 1.9428, -0.4669], [0.1737, -0.7868, 0.7987], [1.3970, -1.3722, 0.5362], [0.7642, -0.8347, 0.4830], [0.1108, 0.3043, -0.3329], [-0.0895, 0.0826, 0.0933], [-0.0678, -0.3115, -0.0809], [-1.7106, 0.4460, -1.4519], [-0.0525, -0.3537, 0.4728], [-0.2611, 0.1395, -0.1062], [-0.0539, -0.0712, -0.0167], [0.0272, 0.0975, 0.0293], [-0.3723, 0.3010, 0.2288], [-0.0065, 0.0988, 0.0317], [-0.0867, 0.0033, -0.0300], [0.2222, 0.2518, -0.3157], [0.0234, -0.0328, -0.0467], [-0.0025, 0.0951, 0.1742]],
  "de_lowest_ev": 5.419,
  "orbital_gap_ev": 8.2,
  "e_homo_ev": -12.31,
  "e_tot_ha": -360.3760,
  "total_charge": 1
}


Record 2
{
  "formula": "C5H10N3",
  "method": "the ωB97M-V functional and the def2-TZVPD basis",
  "elements": ["N", "N", "N", "C", "C", "C", "C", "C", "H", "H", "H", "H", "H", "H", "H", "H", "H", "H"],
  "xyz": [[-1.4841, 0.1375, -0.3727], [0.7953, -1.1930, -0.6883], [0.3762, 1.4901, -0.4182], [-0.6190, 0.8337, 0.2446], [1.6165, 1.4393, -0.1159], [-2.6143, -0.4370, 0.3471], [2.1113, 0.2476, 0.6382], [1.8319, -1.0736, 0.0008], [1.8197, 0.4711, 1.7317], [-3.5946, -0.2883, -0.1627], [0.1881, 2.3955, -0.8841], [-2.6706, -1.5462, 0.3680], [3.2085, 0.3512, 0.8397], [-2.3956, -0.2903, 1.4473], [2.4624, -1.8533, 0.4907], [0.6562, -2.2232, -0.8943], [-1.4962, -0.1810, -1.3590], [2.3228, 2.1776, -0.4912]],
  "forces_ev_per_a": [[-1.3805, -0.7205, -1.0689], [0.2134, -2.7226, -1.1881], [1.2901, 2.6042, -1.3265], [-1.8057, -0.5794, 1.4604], [1.6656, -1.6947, 0.1215], [-0.3254, -1.7677, 1.5554], [2.0559, 2.4756, 1.4021], [-0.0704, -0.0866, 2.8170], [-0.6364, -1.1398, -1.2788], [0.6733, 1.1301, 0.9028], [-0.8434, -0.7384, -0.0061], [1.0584, 0.1947, -0.6926], [-0.5954, -0.0049, -0.7690], [-1.1793, 0.8180, -1.2746], [-0.4460, 0.0463, -1.0120], [0.1179, 1.3976, -0.0836], [0.6800, 0.7308, 0.4547], [-0.4720, 0.0574, -0.0136]],
  "de_lowest_ev": 4.734,
  "orbital_gap_ev": 8.8,
  "e_homo_ev": -13.14,
  "e_tot_ha": -360.4011,
  "total_charge": 1
}


Record 3
{
  "formula": "C5H10N3",
  "method": "the ωB97M-V functional and the def2-TZVPD basis",
  "elements": ["N", "N", "N", "C", "C", "C", "C", "C", "H", "H", "H", "H", "H", "H", "H", "H", "H", "H"],
  "xyz": [[1.5238, 0.9291, 1.1974], [0.5729, 0.1391, -1.5897], [-0.7575, -1.5814, -0.2483], [0.3815, -1.1766, 1.7350], [0.7069, 0.0336, 0.9274], [-0.1600, 0.0086, -0.2811], [-0.4708, -2.0586, 0.8531], [-1.2461, 1.0348, -0.3214], [1.2308, 0.9252, -1.5843], [1.5319, 1.7345, 0.6231], [-0.0667, 0.4238, -2.2536], [1.2883, -1.6910, 2.1403], [-0.0476, -1.0712, 2.7247], [-2.1148, 0.7816, -0.8851], [-0.6001, -3.1429, 1.1396], [-1.5470, 1.3971, 0.6497], [1.0770, -0.7325, -1.7593], [-1.0511, 1.9316, -0.9148]],
  "forces_ev_per_a": [[0.8688, -0.3505, 1.8829], [2.0197, -0.5165, 2.4977], [-0.1356, 3.4634, -3.1329], [1.0372, -1.6549, 1.3975], [-0.5136, -0.1850, -0.1097], [-2.1170, -2.7784, -0.4041], [2.2711, -0.8621, 2.4200], [-0.5654, 1.1169, -0.0807], [0.3279, -0.1932, 0.4502], [0.1016, 0.9225, -1.0746], [-1.9194, -0.1652, -2.3677], [-0.1918, 0.1229, -0.9760], [-0.7196, 0.9657, 0.0943], [-0.8962, -1.2901, -0.0350], [-0.4568, 1.2643, -0.5174], [-0.0925, -0.1716, 0.3171], [-0.1503, 0.0003, -0.6542], [1.1320, 0.3116, 0.2927]],
  "smiles": "[H]/N=C1/CC=N[C@]1(C)[NH3+]",
  "de_lowest_ev": 2.928,
  "orbital_gap_ev": 10.2,
  "e_homo_ev": -13.81,
  "e_tot_ha": -360.4675,
  "total_charge": 1
}


Record 4
{
  "formula": "C5H10N3",
  "method": "the ωB97M-V functional and the def2-TZVPD basis",
  "elements": ["N", "N", "N", "C", "C", "C", "C", "C", "H", "H", "H", "H", "H", "H", "H", "H", "H", "H"],
  "xyz": [[-0.0690, 1.2920, 0.0435], [-0.8751, -1.0794, 0.4855], [1.4687, -1.0665, -0.1706], [-1.4480, 1.2485, 0.4306], [-2.2784, 0.5898, -0.5793], [0.2705, -0.5670, 0.1439], [2.7122, -0.3099, -0.3188], [-1.9295, -0.1626, 0.7037], [-2.6938, -0.5488, 1.5417], [-0.9747, -2.0817, 0.6949], [0.4958, 1.6742, 0.7802], [-3.3330, 0.7393, -0.8991], [3.3158, -0.3613, 0.6237], [-1.6943, 2.1620, 0.9724], [2.3960, 0.6057, -0.7514], [-1.7812, 0.2452, -1.4364], [3.0794, -1.0309, -1.1395], [1.7086, -2.0139, -0.0936]],
  "forces_ev_per_a": [[1.1796, -4.8636, -0.5120], [1.8311, -1.2662, 0.4006], [-2.6656, 1.6760, 1.3849], [0.2943, 0.6320, 0.0666], [-2.7861, -0.5281, 0.1796], [1.3065, 3.7824, -0.1449], [0.0905, -2.7515, -1.2809], [-3.0648, -0.2647, 1.1951], [1.7379, 1.3205, -2.1777], [-0.0539, 0.7185, -0.1879], [0.4726, 0.0423, 0.6280], [0.7540, 0.5680, 1.0377], [-0.4734, 0.5220, -1.0619], [-0.5107, -0.5128, 0.1601], [0.6098, 1.1986, -0.0647], [1.0457, -0.4810, -0.9061], [0.9741, 1.9811, 1.1110], [-0.7414, -1.7733, 0.1724]],
  "de_lowest_ev": 4.162,
  "orbital_gap_ev": 10.5,
  "e_homo_ev": -13.91,
  "e_tot_ha": -360.4222,
  "total_charge": 1
}


Record 5
{
  "formula": "C5H10N3O",
  "method": "the ωB97M-V functional and the def2-TZVPD basis",
  "elements": ["O", "N", "N", "N", "C", "C", "C", "C", "C", "H", "H", "H", "H", "H", "H", "H", "H", "H", "H"],
  "xyz": [[-1.5917, -1.5534, 0.0946], [-1.3247, 1.0458, 0.7012], [-0.1832, 1.7717, -1.1919], [-0.5286, -1.2061, 0.5411], [1.5122, 0.0864, -1.5861], [-0.1737, 0.1496, 0.5725], [-1.1945, 2.1889, -0.2782], [0.4261, 0.7309, -0.8545], [0.4053, -2.1800, 1.2416], [0.3050, -1.8040, 2.2371], [1.6556, 0.6065, -2.6217], [-0.8331, 2.9931, 0.4312], [-2.2978, 0.5385, 0.7421], [0.0280, -3.2850, 1.1793], [2.3708, 0.1352, -0.9114], [-2.0020, 2.5736, -0.9006], [1.5114, -2.0609, 1.0031], [0.5865, 0.2304, 1.2438], [1.3283, -0.9613, -1.6430]],
  "forces_ev_per_a": [[1.4341, -0.1586, 0.6619], [-2.3117, -1.8280, 0.2509], [0.9856, -0.3422, 0.4090], [-0.7860, -2.0701, -0.8658], [0.7671, 1.0117, -0.8437], [-2.9042, 2.5420, -2.8625], [1.1897, 0.2251, 1.6057], [-1.2968, 0.5748, -0.4223], [-0.0877, -1.5503, -0.6424], [-0.0403, -0.1180, 1.0326], [-0.0538, -1.1296, 2.1023], [-0.2130, -0.2561, -1.4911], [2.7169, 1.3508, -0.2906], [0.6050, 2.3574, -0.2134], [0.5171, 0.3143, -0.4911], [-0.7202, -0.5848, 0.7278], [-1.5851, 0.0505, -0.3304], [2.0368, 0.5512, 2.3182], [-0.2535, -0.9399, -0.6552]],
  "smiles": "CC1=NCN[C@H]1[N+](C)=O",
  "de_lowest_ev": 5.291,
  "orbital_gap_ev": [7.0, 7.0],
  "e_homo_ev": [-13.91, -13.91],
  "e_tot_ha": -435.6077,
  "total_charge": 1
}


Record 6
{
  "formula": "C5H10N3O",
  "method": "the ωB97M-V functional and the def2-TZVPD basis",
  "elements": ["O", "N", "N", "N", "C", "C", "C", "C", "C", "H", "H", "H", "H", "H", "H", "H", "H", "H", "H"],
  "xyz": [[-0.2303, 1.7025, 0.4626], [2.6247, 1.4162, -0.5952], [0.0208, -0.5679, 0.4823], [1.2692, -0.4476, 0.2729], [-2.7198, 0.1172, -0.7998], [-0.7727, 0.6091, 0.5720], [-2.2280, 0.4362, 0.7050], [1.9212, -1.7793, 0.2989], [1.9195, 0.7188, 0.2675], [-3.7585, 0.1569, -0.6939], [-2.4416, -0.4181, 1.2512], [-2.7827, 1.3600, 1.0326], [1.2583, -2.4378, -0.3286], [-2.4227, -0.8410, -1.1795], [1.7670, -2.1579, 1.4513], [3.5426, 1.7844, -0.2339], [-2.5251, 0.9400, -1.4804], [2.5287, 1.1899, -1.5975], [3.0296, -1.7816, 0.1124]],
  "forces_ev_per_a": [[1.3820, -0.7198, -0.0739], [0.2926, -1.9126, 1.0563], [-1.8619, -0.7232, 0.3130], [-1.1420, 1.8352, -0.4229], [0.6410, 1.1125, 1.3769], [1.3227, 0.8471, -0.0530], [-0.3603, 1.2570, -2.6522], [0.3448, -1.8648, 2.7898], [0.8336, 0.7611, -0.5175], [-1.7950, -0.4146, -0.0245], [-0.5710, -1.4156, 1.3548], [1.0099, -1.0208, -0.0947], [1.1414, 0.7641, 0.4514], [0.3344, -0.3365, -0.0916], [0.4324, 0.9601, -2.9374], [-1.5805, 0.1926, -0.6687], [0.5959, -0.0250, -0.0744], [0.3051, 0.4382, 0.5099], [-1.3250, 0.2650, -0.2414]],
  "smiles": "CC/C([O-])=N/[N+](C)=C=[NH2+]",
  "de_lowest_ev": 4.891,
  "orbital_gap_ev": 8.5,
  "e_homo_ev": -14.08,
  "e_tot_ha": -435.6224,
  "total_charge": 1
}


Record 7
{
  "formula": "C5H10N3O",
  "method": "the ωB97M-V functional and the def2-TZVPD basis",
  "elements": ["O", "N", "N", "N", "C", "C", "C", "C", "C", "H", "H", "H", "H", "H", "H", "H", "H", "H", "H"],
  "xyz": [[2.6737, 0.5043, 3.3079], [-2.2599, 0.8082, -0.8204], [-0.8155, -1.2870, -0.2844], [2.8087, -0.2495, -0.1221], [-3.0655, -0.4406, -1.1032], [1.6743, 0.2551, -0.7140], [0.4598, 1.0441, 0.1159], [-2.1699, -1.8092, -0.7679], [-0.9395, 0.2497, -0.3378], [1.5277, 0.0787, -1.8683], [0.3145, 2.1632, -0.2676], [-4.1599, -0.4201, -1.5275], [2.3394, 1.3968, 3.4828], [-2.4514, -2.9393, -0.8886], [0.5885, 0.9816, 1.2777], [0.0106, -1.8678, 0.0113], [3.3331, -0.7070, -0.9252], [2.6072, 0.4139, 2.3454], [-2.4757, 1.8249, -0.9143]],
  "forces_ev_per_a": [[-0.4902, 0.3546, -0.3900], [3.6569, -7.4960, 1.3478], [-6.0885, 4.4567, -2.2022], [-4.8149, 1.8211, -3.2228], [2.8905, -2.6681, 0.9759], [2.7244, -1.2936, 1.2929], [-0.8525, -0.4719, -1.4308], [-0.3326, 5.7406, -0.2620], [0.5591, -1.5708, 0.2538], [-0.0818, 0.6667, 2.2959], [0.6204, -2.4582, 0.9546], [2.5768, 0.0625, 1.0356], [0.2337, -0.2660, 0.1137], [0.6292, 2.6236, 0.3050], [-0.2448, 0.1036, -2.2896], [-1.0444, 1.2083, -0.3448], [-0.5062, 0.6495, 1.2879], [0.3610, -0.1252, 0.1715], [0.2039, -1.3372, 0.1074]],
  "de_lowest_ev": 6.872,
  "orbital_gap_ev": 8.9,
  "e_homo_ev": -13.49,
  "e_tot_ha": -435.5496,
  "total_charge": 1
}


Record 8
{
  "formula": "C5H10N3O2S",
  "method": "the ωB97M-V functional and the def2-TZVPD basis",
  "elements": ["S", "O", "O", "N", "N", "N", "C", "C", "C", "C", "C", "H", "H", "H", "H", "H", "H", "H", "H", "H", "H"],
  "xyz": [[-3.6726, 0.0518, -0.5446], [-1.2764, -0.3825, 0.4400], [-2.9310, 0.4232, -1.7073], [-4.6259, 1.3335, 0.0561], [0.9796, 0.0849, 1.0929], [0.5434, -0.8514, -0.8634], [0.9332, 0.9858, 2.3776], [-0.1084, -0.4714, 0.2553], [2.4396, -1.4181, -1.9057], [1.8713, -0.7245, -0.7489], [2.1601, -0.1457, 0.4466], [2.8027, -2.3564, -1.5614], [1.9216, 1.3918, 2.3802], [1.6201, -1.6206, -2.5268], [0.2357, 1.7832, 2.3055], [-0.0035, -0.9669, -1.7512], [-4.8146, 2.1523, -0.4235], [3.3991, -0.9389, -2.2849], [0.4733, 0.3764, 3.2335], [-5.0581, 1.2840, 0.9420], [3.1110, 0.0096, 0.7880]],
  "forces_ev_per_a": [[-0.3155, 2.6203, 1.1242], [-4.4163, -0.1829, 1.1960], [-1.2597, 0.0568, 0.4236], [2.6238, -4.0395, -1.3724], [-2.4736, 0.2927, 0.9426], [-3.8255, -0.0894, 0.0028], [-1.6400, -3.2120, -1.1393], [5.0350, 2.7822, 1.1383], [4.1475, 0.8893, 0.7530], [1.0559, 0.3431, -0.3015], [-1.3842, -1.1624, -2.5514], [0.2270, -1.1753, 0.2054], [0.5477, -0.0634, 0.9295], [-0.2424, -0.0357, -1.7801], [-0.6080, 0.8032, -0.8215], [1.0178, -0.1073, 1.4911], [0.0163, 2.0590, -1.5093], [-1.6263, -0.3508, -0.2751], [1.6623, 0.6850, -0.9499], [-0.4957, -0.6634, 1.2413], [1.9538, 0.5503, 1.2529]],
  "de_lowest_ev": 2.865,
  "orbital_gap_ev": [3.5, 3.8],
  "e_homo_ev": [-10.40, -10.54],
  "e_tot_ha": -909.1081,
  "total_charge": 1
}